[1]
The following is a DFT calculation (ωB97M-V with the def2-TZVPD basis set) of a 2-piece molecular cluster, C4H12 overall.

Each line ends with the natural charge from an NBO analysis.
Element x y z (Å)
C1 1.36107 0.59046 1.93425  -0.607
C2 -1.45761 -0.05779 -1.21215  -0.617
C3 2.17630 0.90672 0.69136  -0.607
C4 -2.12392 -1.43598 -1.38483  -0.615
H1 -2.66132 -1.74837 -0.48790  0.206
H2 2.68719 0.01279 0.33269  0.202
H3 0.55941 -0.08870 1.65586  0.202
H4 3.01929 1.58456 0.86924  0.201
H5 -1.39942 0.30857 -0.18162  0.207
H6 -1.40948 -2.19151 -1.68735  0.206
H7 1.55743 1.35494 -0.08327  0.205
H8 -0.41968 -0.10590 -1.56754  0.203
H9 0.97836 1.48500 2.41824  0.202
H10 -2.86843 -1.39552 -2.17401  0.204
H11 1.91689 0.08693 2.72383  0.202
H12 -1.91609 0.69379 -1.84679  0.206

Orbital gap: 13.0 eV
ΔE to the lowest compared entry with this formula, charge and spin: 0.1959 eV
LUMO level: 0.043 Ha

---

[2]
The following is a DFT calculation (ωB97M-V with the def2-TZVPD basis set) of a 2-piece molecular cluster, C10H19O4S overall.

Each line ends with the natural charge from an NBO analysis.
Element x y z (Å)
S1 1.63918 0.29294 -1.00337  0.467
O1 0.27665 -4.11170 -1.00361  -0.518
O2 -3.30876 2.53023 -1.30436  -0.468
O3 -2.16370 1.24891 0.10130  -0.631
O4 1.86007 -4.11560 0.57132  -0.540
C1 0.67899 -3.69265 0.03683  0.806
C2 -3.29071 3.89422 -1.78511  -0.072
C3 -2.34609 2.33201 -0.40053  0.806
C4 -0.39630 -1.36472 0.11655  -0.428
C5 3.32949 -2.61259 1.82391  -0.642
C6 2.98503 -3.23546 0.48628  -0.045
C7 -1.60502 3.63084 -0.14316  -0.531
C8 -2.56395 4.68120 -0.70022  -0.431
C9 -0.11928 -2.68395 0.85030  -0.532
C10 0.57280 -0.21379 0.38071  -0.519
H1 -1.36399 -0.98357 0.43924  0.280
H2 2.52280 -0.72325 -1.01064  0.183
H3 0.90577 -0.22303 -2.00866  0.198
H4 -4.31950 4.19993 -1.94834  0.216
H5 -2.07755 5.57456 -1.08306  0.236
H6 4.10914 -1.85618 1.71196  0.219
H7 2.78853 -2.47972 -0.28801  0.118
H8 1.26011 -0.39580 1.21028  0.260
H9 -0.51076 -1.56207 -0.95282  0.231
H10 3.69973 -3.37363 2.50879  0.245
H11 -0.66104 3.60341 -0.69509  0.225
H12 -1.38588 3.73629 0.91639  0.250
H13 -2.75903 3.90491 -2.73790  0.185
H14 0.31901 -2.52580 1.83558  0.225
H15 -1.08953 -3.16051 0.99748  0.272
H16 0.01773 0.70215 0.59421  0.292
H17 -3.26855 4.98150 0.07514  0.225
H18 2.45467 -2.15578 2.29084  0.197
H19 3.80994 -3.84329 0.11778  0.219

Orbital gap: 9.9 eV
ΔE to the lowest compared entry with this formula, charge and spin: 0.0000 eV
LUMO level: -0.134 Ha
Charge: +1

---

[3]
The following is a DFT calculation (ωB97M-V with the def2-TZVPD basis set) of a 2-piece molecular cluster, C5H14N3 overall in a non-equilibrium geometry.

Each line ends with the natural charge from an NBO analysis.
Element x y z (Å)
N1 2.29680 -0.51142 -1.17763  -0.359
N2 4.00043 0.37819 0.40858  -0.552
N3 0.02993 -1.06102 -0.30006  -0.765
C1 -2.30544 -0.91020 0.15538  -0.677
C2 -0.78136 0.60441 1.47382  -0.623
C3 -1.25435 0.86002 -1.04026  -0.632
C4 3.09829 -0.03034 -0.46807  0.176
C5 -1.07158 -0.01476 0.08451  0.116
H1 3.82865 0.35591 1.39678  0.375
H2 -2.64560 -1.29884 -0.87681  0.239
H3 4.90860 0.57249 0.04150  0.400
H4 -3.20124 -0.31744 0.39711  0.269
H5 -0.10635 -1.17824 -1.41445  0.477
H6 -1.24590 -0.06018 2.28875  0.240
H7 0.46654 0.42178 1.65001  0.188
H8 -1.70440 0.15800 -1.80773  0.208
H9 0.92643 -0.92507 0.18658  0.479
H10 -2.04754 1.61271 -0.83388  0.251
H11 -0.70794 -1.88564 0.07790  0.460
H12 -0.94582 1.69875 1.67916  0.271
H13 -0.44456 1.37936 -1.39183  0.238
H14 -2.16842 -1.71090 0.90199  0.221

Orbital gap (spin up / spin down): 5.1 / 8.2 eV
ΔE to the lowest compared entry with this formula, charge and spin: 4.2233 eV
2S+1: 3
LUMO level (spin up / spin down): -0.112 / -0.247 Ha
Charge: +1
⟨S²⟩: 2.015

---

[4]
The following is a DFT calculation (ωB97M-V with the def2-TZVPD basis set) of C2H6O2Sc as an isolated structure in a non-equilibrium geometry.

Each line ends with the natural charge from an NBO analysis.
Element x y z (Å)
Sc1 2.11932 0.94746 1.98385  2.116
O1 2.44256 -0.63583 0.89938  -0.812
O2 -0.03287 1.19453 0.90037  -0.967
C1 0.15597 -0.16541 -0.11410  -0.065
C2 -0.89065 -0.83050 -0.96395  -0.688
H1 0.78786 0.31029 -0.88394  0.323
H2 -0.94878 -0.42137 0.54081  0.564
H3 -0.53147 2.01208 0.94980  0.541
H4 -0.48600 -0.95983 -1.97603  0.334
H5 -1.50426 0.36606 -0.81378  0.350
H6 -1.11168 -1.81748 -0.52240  0.304

Orbital gap (spin up / spin down): 8.6 / 6.8 eV
ΔE to the lowest compared entry with this formula, charge and spin: 9.0652 eV
2S+1: 2
LUMO level (spin up / spin down): -0.380 / -0.438 Ha
Charge: +2
⟨S²⟩: 0.791

---

[5]
The following is a DFT calculation (ωB97M-V with the def2-TZVPD basis set) of one molecule with the formula C5H10O.

Each line ends with the natural charge from an NBO analysis.
Element x y z (Å)
O1 -1.66932 0.52049 1.58479  -0.716
C1 0.34512 0.86254 0.34401  -0.601
C2 -0.85425 -0.08018 0.59194  0.130
C3 2.34649 -0.33544 -0.54029  -0.801
C4 -1.64220 -0.29609 -0.69678  -0.653
C5 1.05471 0.30588 -0.84230  0.204
H1 2.10171 -1.40381 -0.37069  0.275
H2 2.88648 0.01699 0.35179  0.195
H3 -0.98320 -0.53677 -1.53436  0.251
H4 2.98242 -0.33675 -1.43032  0.239
H5 -0.45682 -1.03048 0.98828  0.153
H6 -2.13355 0.65336 -0.93317  0.217
H7 -2.40866 -0.08463 1.73441  0.468
H8 0.92920 0.99382 1.27160  0.187
H9 -0.09930 1.83022 0.06803  0.251
H10 -2.39885 -1.07915 -0.58693  0.201

Orbital gap: 8.2 eV
ΔE to the lowest compared entry with this formula, charge and spin: 3.9617 eV
LUMO level: 0.005 Ha

---

[6]
The following is a DFT calculation (ωB97M-V with the def2-TZVPD basis set) of C3H4BrI as an isolated structure in a non-equilibrium geometry.

Each line ends with the natural charge from an NBO analysis.
Element x y z (Å)
I1 2.02936 -1.20461 0.65397  0.230
Br1 1.66429 1.04517 -1.85959  0.074
C1 -0.87622 0.14772 1.20618  -0.318
C2 0.72406 -0.10697 -0.62702  -0.452
C3 -0.53205 0.50844 -0.11426  -0.313
H1 -1.16289 1.03336 -0.75437  0.235
H2 -0.37338 -0.59375 1.71109  0.190
H3 0.22818 -1.28554 -1.97974  0.153
H4 -1.70135 0.45617 1.76375  0.200

Orbital gap (spin up / spin down): 8.2 / 8.2 eV
ΔE to the lowest compared entry with this formula, charge and spin: 3.5988 eV
LUMO level (spin up / spin down): -0.026 / -0.026 Ha